Arrangement one

Below is a single C3H5BrO molecule, with properties calculated with the ωB97M-V functional and the def2-TZVPD basis.

Atoms and positions in Å:
C1 0.12 -0.04 1.30
C2 -0.43 0.06 -0.05
Br1 -2.32 -0.02 -0.40
C3 0.33 -0.12 -1.33
O1 0.37 1.26 -1.00
H1 1.11 0.63 1.20
H2 0.20 -1.17 1.67
H3 -0.49 0.44 2.12
H4 1.31 -0.63 -1.16
H5 -0.19 -0.40 -2.35

Output
LUMO energy ... 0.710 eV
Total charge ... 0
HOMO-LUMO gap ... 0.390 Eh
SMILES ... C[C@]1(Br)CO1

---

Arrangement two

Below is a single C3H5BrO molecule, with properties calculated with the ωB97M-V functional and the def2-TZVPD basis.

Atoms and positions in Å:
C1 1.75 0.34 0.28
C2 0.42 0.34 0.33
O1 -0.23 -0.02 -0.80
C3 -1.54 -0.50 -0.77
Br1 -2.66 0.76 -1.66
H1 2.41 0.72 1.02
H2 2.19 -0.09 -0.59
H3 -0.25 0.70 1.14
H4 -1.93 -0.52 0.17
H5 -1.62 -1.40 -1.19

Output
LUMO energy ... 0.986 eV
Total charge ... 0
HOMO-LUMO gap ... 0.376 Eh
SMILES ... C=COCBr

---

Energy ordering: arrangement two at the bottom, the next structure 98.2 kJ/mol above.

---

Arrangement one

Below is 9 unconnected molecules or ions with the total composition H19O9, with properties calculated with the ωB97M-V functional and the def2-TZVPD basis.

Atoms and positions in Å:
O1 -0.50 -3.63 -0.92
H1 -0.50 -4.47 -0.48
H2 -4.12 1.04 0.46
O2 2.12 -2.96 -1.50
H3 2.86 -3.17 -2.11
O3 1.02 1.67 -0.65
H4 -1.77 1.27 0.76
H5 1.82 1.62 -0.11
O4 -0.81 1.31 0.92
H6 0.19 -3.65 -1.61
H7 2.03 -3.88 -1.16
O5 -1.69 -1.17 -1.42
H8 0.56 2.24 4.35
H9 -1.70 -2.11 -1.66
O6 0.42 1.74 3.53
H10 0.12 2.46 2.98
H11 -1.61 -1.08 -0.48
O7 2.11 2.79 1.64
H12 0.17 1.70 0.03
H13 3.01 2.59 1.31
O8 0.80 -0.37 -2.04
H14 -0.49 0.96 1.78
H15 2.19 2.44 2.52
O9 -3.71 1.68 -0.14
H16 0.81 -1.16 -1.47
H17 -0.14 -0.40 -2.32
H18 0.93 0.76 -1.20
H19 -4.12 1.76 -1.00

Output
LUMO energy ... -2.764 eV
Total charge ... +1
HOMO-LUMO gap ... 0.441 Eh

---

Arrangement two

Below is 9 unconnected molecules or ions with the total composition H19O9, with properties calculated with the ωB97M-V functional and the def2-TZVPD basis.

Atoms and positions in Å:
O1 2.68 2.05 2.99
H1 1.90 0.23 0.20
H2 -2.39 -3.41 -1.51
O2 -1.08 -0.22 -3.30
H3 -4.51 -0.03 1.30
O3 3.01 -0.87 2.00
H4 0.33 -1.40 2.23
H5 3.55 -1.68 1.90
O4 -0.85 0.13 -0.65
H6 3.10 -0.44 2.85
H7 -1.29 -0.68 -0.93
O5 -3.66 0.05 1.71
H8 2.59 0.79 -1.12
H9 -3.40 0.70 2.33
O6 1.76 0.77 -0.58
H10 -0.41 -0.15 0.20
H11 -1.68 -0.72 -2.76
O7 -0.74 2.54 -2.15
H12 3.34 2.14 2.26
H13 -0.19 1.77 -2.41
O8 0.58 -1.31 1.28
H14 0.04 0.34 -1.12
H15 -0.56 3.36 -2.67
O9 -1.96 -2.57 -1.35
H16 1.52 -1.02 1.35
H17 -1.10 -0.57 -4.20
H18 1.80 2.32 2.76
H19 -2.37 -2.13 -0.61

Output
LUMO energy ... -3.000 eV
Total charge ... +1
HOMO-LUMO gap ... 0.404 Eh

---

Energy ordering: arrangement one at the bottom, the next structure 139.9 kJ/mol above.

---

Arrangement one

Below is 2 unconnected molecules or ions with the total composition C2H3F2O4S, with properties calculated with the ωB97M-V functional and the def2-TZVPD basis.

Atoms and positions in Å:
C1 -2.81 0.03 0.05
C2 -1.55 0.44 0.15
O1 2.26 -1.56 -0.05
O2 4.13 0.24 0.19
O3 1.77 0.92 0.15
O4 -0.48 0.15 -0.43
F1 -3.10 -1.02 -0.79
F2 -1.50 1.64 0.88
S1 2.86 -0.03 -0.49
H1 -3.64 0.26 0.66
H2 1.39 -1.86 -0.27
H3 0.68 0.79 -0.05

Output
LUMO energy ... 3.767 eV
Total charge ... -1
HOMO-LUMO gap ... 0.293 Eh

---

Arrangement two

Below is 2 unconnected molecules or ions with the total composition C2H3F2O4S, with properties calculated with the ωB97M-V functional and the def2-TZVPD basis.

Atoms and positions in Å:
C1 -0.26 -1.23 0.93
C2 -0.85 -0.34 -0.10
O1 2.20 0.86 0.24
O2 1.73 0.68 -2.19
O3 0.43 2.26 -0.78
O4 -1.53 0.78 0.23
F1 -1.19 -1.91 1.75
F2 -1.41 -1.02 -1.17
S1 1.24 1.02 -0.85
H1 0.32 -2.02 0.45
H2 0.35 -0.64 1.61
H3 -1.03 1.56 -0.13

Output
LUMO energy ... 3.679 eV
Total charge ... -1
HOMO-LUMO gap ... 0.292 Eh

---

Energy ordering: arrangement one at the bottom, the next structure 7.5 kJ/mol above.

---

Arrangement one

Below is a single C23H30N4O4 molecule, with properties calculated with the ωB97M-V functional and the def2-TZVPD basis.

Atoms and positions in Å:
C1 -6.14 -0.94 -0.60
O1 -5.11 -0.30 0.10
C2 -3.84 -0.32 -0.43
C3 -3.52 -1.00 -1.59
C4 -2.21 -1.03 -2.06
C5 -1.21 -0.38 -1.36
C6 -1.52 0.33 -0.21
C7 -0.41 1.02 0.54
N1 0.49 1.66 -0.39
C8 0.02 2.91 -0.93
C9 0.24 4.06 0.06
N2 1.64 4.08 0.43
C10 2.47 3.02 0.40
O2 3.64 3.13 0.71
C11 1.90 1.68 -0.05
C12 2.73 1.20 -1.27
C13 2.83 -0.32 -1.33
O3 2.17 -0.96 -2.13
N3 3.70 -0.91 -0.48
C14 4.44 -0.27 0.58
C15 3.89 -2.35 -0.59
C16 3.35 -3.13 0.62
C17 1.89 -2.86 0.85
C18 0.91 -3.32 -0.03
C19 -0.42 -3.07 0.25
C20 -0.73 -2.38 1.41
C21 0.31 -1.95 2.22
N4 1.58 -2.18 1.95
C22 -2.83 0.38 0.26
O4 -3.02 1.08 1.43
C23 -4.25 1.73 1.67
H1 -7.05 -0.77 -0.02
H2 -5.97 -2.02 -0.68
H3 -6.28 -0.52 -1.60
H4 -4.28 -1.53 -2.14
H5 -1.98 -1.58 -2.96
H6 -0.19 -0.41 -1.70
H7 0.14 0.27 1.11
H8 -0.85 1.72 1.27
H9 0.57 3.12 -1.85
H10 -1.04 2.81 -1.17
H11 -0.39 3.92 0.95
H12 -0.03 5.02 -0.39
H13 2.04 4.95 0.77
H14 2.07 0.99 0.78
H15 3.72 1.65 -1.24
H16 2.22 1.51 -2.18
H17 4.01 -0.52 1.55
H18 4.46 0.81 0.48
H19 5.47 -0.64 0.56
H20 4.96 -2.56 -0.70
H21 3.36 -2.66 -1.50
H22 3.50 -4.19 0.42
H23 3.90 -2.86 1.52
H24 1.20 -3.86 -0.92
H25 -1.19 -3.41 -0.42
H26 -1.76 -2.17 1.67
H27 0.12 -1.40 3.13
H28 -5.02 1.03 2.01
H29 -4.05 2.45 2.45
H30 -4.61 2.25 0.77

Output
LUMO energy ... 0.664 eV
Total charge ... 0
HOMO-LUMO gap ... 0.323 Eh
SMILES ... COc1cccc(CN2CCNC(=O)[C@@H]2CC(=O)N(C)CCc2ccccn2)c1OC

---

Arrangement two

Below is a single C23H30N4O4 molecule, with properties calculated with the ωB97M-V functional and the def2-TZVPD basis.

Atoms and positions in Å:
C1 4.96 -0.68 6.52
C2 5.71 -1.50 5.48
O1 5.09 -2.74 5.22
C3 3.97 -2.79 4.45
C4 3.37 -4.05 4.34
C5 2.24 -4.22 3.58
C6 1.66 -3.15 2.90
N1 0.51 -3.39 2.14
C7 -0.23 -2.52 1.40
O2 0.01 -1.34 1.27
C8 -1.43 -3.23 0.73
N2 -2.31 -2.40 -0.05
C9 -3.00 -1.38 0.73
C10 -4.09 -0.74 -0.14
N3 -3.47 -0.13 -1.30
C11 -4.38 0.65 -2.11
C12 -3.62 1.66 -2.98
O3 -4.08 2.09 -4.01
N4 -2.44 2.00 -2.43
C13 -1.45 2.87 -2.89
C14 -0.26 2.96 -2.18
C15 0.75 3.81 -2.59
C16 0.58 4.60 -3.73
O4 1.63 5.40 -4.05
C17 1.52 6.23 -5.18
C18 -0.61 4.51 -4.44
C19 -1.62 3.66 -4.03
C20 -2.79 -1.16 -2.07
C21 -1.70 -1.80 -1.22
C22 2.26 -1.90 3.00
C23 3.40 -1.72 3.77
H1 5.51 0.24 6.73
H2 4.87 -1.25 7.44
H3 3.96 -0.42 6.17
H4 6.70 -1.77 5.86
H5 5.85 -0.93 4.55
H6 3.81 -4.87 4.87
H7 1.79 -5.20 3.50
H8 0.20 -4.35 2.16
H9 -1.03 -4.01 0.07
H10 -2.02 -3.71 1.52
H11 -3.46 -1.85 1.60
H12 -2.31 -0.59 1.07
H13 -4.60 0.04 0.44
H14 -4.82 -1.51 -0.42
H15 -5.02 0.03 -2.77
H16 -5.03 1.23 -1.46
H17 -2.22 1.48 -1.58
H18 -0.12 2.35 -1.30
H19 1.67 3.88 -2.05
H20 1.39 5.64 -6.10
H21 0.69 6.94 -5.09
H22 2.46 6.78 -5.24
H23 -0.77 5.11 -5.33
H24 -2.53 3.60 -4.59
H25 -2.34 -0.70 -2.96
H26 -3.50 -1.94 -2.40
H27 -1.20 -2.59 -1.79
H28 -0.96 -1.04 -0.95
H29 1.83 -1.06 2.48
H30 3.83 -0.73 3.82

Output
LUMO energy ... 0.546 eV
Total charge ... 0
HOMO-LUMO gap ... 0.304 Eh
SMILES ... CCOc1ccc(NC(=O)CN2CCN(CC(=O)Nc3ccc(OC)cc3)CC2)cc1

---

Energy ordering: arrangement two at the bottom, the next structure 22.6 kJ/mol above.

---

Arrangement one

Below is a single C7H9N2O3P molecule, with properties calculated with the ωB97M-V functional and the def2-TZVPD basis.

Atoms and positions in Å:
H1 3.09 0.45 -1.41
N1 2.87 1.39 -1.33
N2 1.98 1.46 -0.46
O1 1.42 2.50 -0.07
P1 1.22 0.03 0.46
O2 1.80 -0.30 1.79
O3 1.52 -1.17 -0.73
C1 2.12 -2.35 -0.31
C2 -0.56 0.14 0.34
C3 -1.16 0.26 -0.92
C4 -2.51 0.52 -0.96
C5 -3.22 0.78 0.16
C6 -2.61 0.58 1.43
C7 -1.26 0.42 1.51
H2 2.41 -2.29 0.78
H3 3.04 -2.47 -0.83
H4 1.43 -3.14 -0.43
H5 -0.65 0.00 -1.83
H6 -2.96 0.72 -2.01
H7 -4.08 1.37 0.09
H8 -3.12 0.79 2.31
H9 -0.78 0.31 2.40

Output
LUMO energy ... -0.099 eV
Total charge ... 0
HOMO-LUMO gap ... 0.366 Eh
SMILES ... [H]/N=[N+](/[O-])[P@](=O)(OC)c1ccccc1

---

Arrangement two

Below is a molecular structure, C7H9N2O3P, with properties calculated with the ωB97M-V functional and the def2-TZVPD basis.

Atoms and positions in Å:
C1 3.14 -0.82 0.08
C2 2.40 -0.87 -1.10
C3 2.53 -0.88 1.31
C4 1.03 -0.87 -0.97
C5 1.15 -1.04 1.38
C6 0.37 -0.91 0.23
C7 -2.77 1.36 1.29
N1 -1.51 -0.23 -2.35
N2 -2.06 -1.29 -1.01
O1 -2.06 -2.46 -1.30
O2 -2.06 -1.30 1.66
O3 -1.89 0.85 0.29
P1 -1.45 -0.71 0.46
H1 4.21 -0.72 -0.16
H2 2.93 -1.10 -2.02
H3 3.13 -0.98 2.19
H4 0.37 -0.59 -1.81
H5 0.71 -1.13 2.31
H6 -2.08 1.85 1.90
H7 -3.31 0.62 1.77
H8 -3.57 2.18 1.11
H9 -1.75 0.61 -1.87

Output
LUMO energy (spin up / spin down) ... -0.710 / -1.084 eV
Total charge ... 0
HOMO-LUMO gap (spin up / spin down) ... 0.341 / 0.313 Eh

---

Energy ordering: arrangement one at the bottom, the next structure 278.9 kJ/mol above.

---

Arrangement one

Below is a molecular structure, C40H51KN5O5S2, with properties calculated with the ωB97M-V functional and the def2-TZVPD basis.

Atoms and positions in Å:
K1 0.48 -0.32 -0.12
C1 -0.24 -4.33 2.88
C2 0.05 -4.56 1.43
C3 0.69 -5.73 1.06
C4 1.03 -5.99 -0.26
C5 0.68 -5.06 -1.23
C6 0.01 -3.89 -0.90
C7 -0.43 -2.96 -1.99
C8 -0.29 -3.60 0.45
N1 -0.78 -2.35 0.74
C9 -1.87 -2.15 1.46
O1 -2.70 -2.99 1.86
C10 -2.14 -0.70 1.76
C11 -3.19 -0.38 2.62
C12 -3.45 0.95 2.89
C13 -2.64 1.92 2.33
C14 -1.60 1.52 1.50
N2 -1.37 0.24 1.22
C15 -0.68 2.58 0.94
O2 -0.42 3.54 1.68
N3 -0.25 2.35 -0.28
C16 0.34 3.34 -1.05
C17 -0.49 4.21 -1.79
C18 -1.98 4.10 -1.66
C19 0.07 5.14 -2.64
C20 1.44 5.24 -2.80
C21 2.26 4.37 -2.10
C22 1.73 3.42 -1.24
C23 2.64 2.47 -0.51
H1 0.03 -5.20 3.47
H2 -1.29 -4.11 3.02
H3 0.33 -3.47 3.25
H4 0.95 -6.45 1.82
H5 1.52 -6.91 -0.53
H6 0.91 -5.25 -2.27
H7 -0.33 -3.43 -2.96
H8 0.16 -2.04 -1.99
H9 -1.46 -2.68 -1.83
H10 -3.78 -1.18 3.05
H11 -4.28 1.24 3.53
H12 -2.80 2.98 2.50
H13 -2.31 3.10 -1.93
H14 -2.47 4.82 -2.32
H15 -2.29 4.29 -0.64
H16 -0.58 5.80 -3.21
H17 1.87 5.99 -3.45
H18 3.34 4.41 -2.23
H19 3.60 2.40 -1.03
H20 2.16 1.49 -0.46
H21 2.81 2.83 0.51
O3 -1.57 0.50 -1.79
H22 -1.19 1.27 -1.32
H23 -2.13 0.08 -1.13
C24 3.79 -3.75 3.01
C25 3.17 -3.21 1.72
C26 4.13 -3.41 0.56
N4 3.64 -2.85 -0.68
C27 3.58 -1.55 -0.98
S1 2.75 -1.02 -2.29
N5 4.28 -0.62 -0.20
C28 5.60 -0.50 0.13
O4 5.97 0.40 0.86
C29 6.56 -1.49 -0.45
C30 7.67 -1.83 0.32
C31 8.59 -2.75 -0.15
C32 8.42 -3.32 -1.40
C33 7.34 -2.95 -2.19
C34 6.42 -2.03 -1.72
H24 3.07 -3.70 3.82
H25 4.67 -3.17 3.28
H26 4.08 -4.79 2.88
H27 2.95 -2.14 1.83
H28 2.23 -3.72 1.51
H29 4.28 -4.48 0.39
H30 5.10 -2.96 0.80
H31 2.97 -3.41 -1.20
H32 3.70 0.15 0.14
H33 7.79 -1.37 1.29
H34 9.44 -3.01 0.46
H35 9.12 -4.06 -1.76
H36 7.22 -3.38 -3.17
H37 5.60 -1.73 -2.36
C35 5.31 0.55 4.44
C36 3.92 0.28 3.87
C37 3.30 1.53 3.27
S2 1.71 1.23 2.36
O5 1.98 0.00 1.58
C38 0.70 0.71 3.82
C39 0.49 -0.79 3.91
C40 -0.50 -1.14 5.02
H38 5.74 -0.37 4.83
H39 5.26 1.28 5.25
H40 5.95 0.93 3.65
H41 3.27 -0.11 4.66
H42 3.99 -0.48 3.09
H43 3.98 1.95 2.52
H44 3.08 2.29 4.01
H45 -0.26 1.21 3.65
H46 1.16 1.12 4.72
H47 1.45 -1.29 4.10
H48 0.12 -1.15 2.96
H49 -0.15 -0.75 5.98
H50 -0.61 -2.21 5.11
H51 -1.47 -0.71 4.80

Output
LUMO energy ... 2.045 eV
Total charge ... -1
HOMO-LUMO gap ... 0.257 Eh

---

Arrangement two

Below is a molecular structure, C40H51KN5O5S2, with properties calculated with the ωB97M-V functional and the def2-TZVPD basis.

Atoms and positions in Å:
K1 1.82 -0.04 -0.31
C1 2.04 -4.94 -1.41
C2 1.36 -4.56 -0.13
C3 0.30 -5.33 0.33
C4 -0.37 -5.03 1.50
C5 0.06 -3.95 2.25
C6 1.12 -3.15 1.83
C7 1.60 -2.02 2.71
C8 1.76 -3.42 0.61
N1 2.64 -2.49 0.08
C9 3.81 -2.83 -0.48
O1 4.50 -3.82 -0.23
C10 4.33 -1.82 -1.49
C11 5.55 -2.07 -2.10
C12 6.01 -1.19 -3.06
C13 5.25 -0.08 -3.37
C14 4.03 0.10 -2.71
N2 3.58 -0.76 -1.80
C15 3.23 1.36 -3.02
O2 3.82 2.31 -3.56
N3 1.95 1.27 -2.70
C16 1.06 2.33 -2.86
C17 0.06 2.28 -3.85
C18 0.13 1.27 -4.96
C19 -0.98 3.21 -3.82
C20 -1.03 4.20 -2.86
C21 0.00 4.30 -1.93
C22 1.05 3.40 -1.93
C23 2.20 3.54 -0.98
H1 1.47 -5.71 -1.94
H2 3.04 -5.32 -1.21
H3 2.17 -4.07 -2.07
H4 -0.01 -6.19 -0.26
H5 -1.19 -5.65 1.84
H6 -0.43 -3.72 3.19
H7 1.21 -2.13 3.72
H8 1.31 -1.05 2.31
H9 2.69 -2.03 2.77
H10 6.11 -2.95 -1.80
H11 6.96 -1.36 -3.56
H12 5.56 0.66 -4.10
H13 1.02 0.65 -4.86
H14 0.19 1.79 -5.92
H15 -0.75 0.63 -4.99
H16 -1.75 3.16 -4.58
H17 -1.85 4.91 -2.85
H18 0.00 5.11 -1.21
H19 2.11 4.46 -0.40
H20 3.14 3.57 -1.54
H21 2.26 2.70 -0.28
O3 4.13 -0.36 1.26
H22 4.91 -0.45 0.71
H23 3.62 -1.18 1.07
C24 -2.79 -1.53 3.12
C25 -1.49 -0.75 3.05
C26 -1.73 0.75 3.25
N4 -0.48 1.49 3.28
C27 0.03 2.37 2.41
S1 1.63 2.78 2.46
N5 -0.80 2.95 1.45
C28 -2.14 3.31 1.49
O4 -2.79 3.39 0.47
C29 -2.73 3.70 2.81
C30 -4.10 3.60 2.98
C31 -4.70 4.01 4.16
C32 -3.91 4.53 5.19
C33 -2.54 4.65 5.01
C34 -1.95 4.25 3.83
H24 -2.62 -2.59 2.96
H25 -3.49 -1.19 2.35
H26 -3.26 -1.41 4.10
H27 -1.01 -0.89 2.08
H28 -0.80 -1.11 3.81
H29 -2.26 0.92 4.19
H30 -2.35 1.12 2.44
H31 0.23 1.12 3.89
H32 -0.37 3.09 0.55
H33 -4.70 3.21 2.16
H34 -5.77 3.93 4.29
H35 -4.37 4.84 6.11
H36 -1.94 5.08 5.80
H37 -0.88 4.37 3.69
C35 -4.70 -1.45 0.06
C36 -3.23 -1.31 -0.33
C37 -2.86 0.16 -0.47
S2 -1.10 0.56 -0.77
O5 -0.34 0.02 0.40
C38 -0.78 -0.55 -2.18
C39 -0.31 -1.97 -1.89
C40 -0.04 -2.69 -3.21
H38 -4.99 -2.50 0.08
H39 -5.33 -0.93 -0.66
H40 -4.89 -1.03 1.04
H41 -3.06 -1.83 -1.28
H42 -2.58 -1.77 0.42
H43 -3.10 0.71 0.44
H44 -3.39 0.65 -1.30
H45 0.01 -0.02 -2.73
H46 -1.69 -0.54 -2.78
H47 -1.05 -2.52 -1.31
H48 0.61 -1.96 -1.31
H49 -0.89 -2.61 -3.89
H50 0.15 -3.74 -3.03
H51 0.83 -2.25 -3.71

Output
LUMO energy ... 1.869 eV
Total charge ... -1
HOMO-LUMO gap ... 0.246 Eh

---

Energy ordering: arrangement one at the bottom, the next structure 26.7 kJ/mol above.

---

Arrangement one

Below is 2 unconnected molecules or ions with the total composition H2NO2S, with properties calculated with the ωB97M-V functional and the def2-TZVPD basis.

Atoms and positions in Å:
N1 -1.81 0.17 0.43
O1 -3.03 -0.18 0.32
O2 3.22 -0.78 0.43
S1 3.37 0.27 -0.74
H1 -1.74 0.90 1.06
H2 2.17 0.58 -0.80

Output
LUMO energy ... 1.534 eV
Total charge ... -1
HOMO-LUMO gap ... 0.102 Eh

---

Arrangement two

Below is 2 unconnected molecules or ions with the total composition H2NO2S, with properties calculated with the ωB97M-V functional and the def2-TZVPD basis.

Atoms and positions in Å:
N1 1.21 0.46 -0.24
O1 -0.25 -1.52 0.34
O2 -0.86 -0.07 -1.57
S1 -0.19 -0.17 -0.23
H1 1.98 0.06 0.29
H2 -1.89 1.24 1.41

Output
LUMO energy (spin up / spin down) ... 3.744 / 3.167 eV
Total charge ... -1
HOMO-LUMO gap (spin up / spin down) ... 0.317 / 0.239 Eh

---

Energy ordering: arrangement two at the bottom, the next structure 106.7 kJ/mol above.